Record 1
2 unconnected molecules or ions with the total composition C3H3FO3 in a non-equilibrium geometry. Source: the OMol25 dataset; level of theory: the ωB97M-V functional and the def2-TZVPD basis.

Last column: Löwdin charge in e.
Atoms and positions in Å:
C -1.20866 0.95715 -0.12347  -0.13
C -0.41719 -1.29939 -0.03608  -0.52
C -0.95412 -0.16994 -0.74880  0.01
O -1.64494 1.96641 0.24705  0.23
O -0.14094 -2.34268 -0.46822  0.18
O 1.82246 0.46434 0.46225  -0.03
F -0.47866 -1.19039 1.34083  0.06
H 2.44104 0.76482 1.15005  0.06
H 1.62147 1.22569 -0.07383  0.03
H -1.04045 -0.37599 -1.74980  0.11

Atomic forces in eV per Å
C -1.86 1.58 -0.68
C -1.07 0.23 2.00
C 1.20 -0.38 2.49
O 1.08 -1.03 0.16
O 0.90 -1.58 -1.21
O 0.37 -0.27 0.63
F 0.09 0.71 -0.43
H -0.36 -0.11 -0.43
H 0.09 0.46 -0.23
H -0.44 0.39 -2.31

Calculated values
- Orbital gap: 10.349 eV
- Energy relative to the best compared isomer or geometry (same formula, charge and spin): 13.3 kcal per mole
- Net charge: 0
- SMILES: O=C=CC(=O)F.O
- HOMO level: -10.34 eV

***

Record 2
A single C3H3FOS molecule in a non-equilibrium geometry. Source: the OMol25 dataset; level of theory: the ωB97M-V functional and the def2-TZVPD basis.

Last column: Löwdin charge in e.
Atoms and positions in Å:
C -1.74034 -0.02362 -0.00249  -0.11
C -0.43984 -0.33235 0.01429  -0.11
C 1.75443 0.47731 -0.02528  -0.70
H -2.11848 1.00968 0.02869  0.14
H -0.06644 -1.36151 0.09921  0.09
H 2.30670 1.43234 -0.09874  0.08
O 0.45303 0.73638 0.01702  -0.10
F -2.67198 -0.97527 -0.02718  0.03
S 2.52293 -0.96295 -0.00552  0.69

Atomic forces in eV per Å
C 1.09 0.68 0.06
C -1.07 -0.20 0.30
C 1.00 -0.12 -0.11
H 0.08 -0.66 -0.15
H 0.00 0.71 -0.24
H -0.38 -0.50 0.12
O -0.26 -0.52 -0.04
F -0.07 -0.08 0.07
S -0.40 0.69 0.00

Calculated values
- Orbital gap: 9.305 eV
- Energy relative to the best compared isomer or geometry (same formula, charge and spin): 23.8 kcal per mole
- Net charge: 0
- SMILES: F/C=C/OC=S
- HOMO level: -9.27 eV

***

Record 3
A single C3H3FOS molecule in a non-equilibrium geometry. Source: the OMol25 dataset; level of theory: the ωB97M-V functional and the def2-TZVPD basis.

Last column: Löwdin charge in e.
Atoms and positions in Å:
C 0.47254 0.86185 -0.01051  -0.71
C -0.82601 0.08310 -0.00596  -0.38
C -0.96183 -1.21555 -0.00663  0.08
H 2.78419 0.94430 0.03998  -0.10
H -1.97629 -1.69517 -0.00672  0.10
H -0.05300 -1.83209 0.00533  0.05
O 0.47264 2.07554 -0.00787  0.04
F -1.87088 0.90356 -0.00102  0.08
S 1.95864 -0.12555 -0.00660  0.83

Atomic forces in eV per Å
C -0.23 1.13 0.06
C 0.61 1.04 -0.02
C -0.56 -1.64 0.04
H -0.31 -0.20 -0.03
H 1.25 0.53 0.00
H -0.66 0.18 -0.03
O 0.08 -1.36 -0.01
F -0.30 0.11 -0.02
S 0.12 0.21 0.01

Calculated values
- Orbital gap: 10.260 eV
- Energy relative to the best compared isomer or geometry (same formula, charge and spin): 4.1 kcal per mole
- Net charge: 0
- SMILES: C=C(F)C(=O)S
- HOMO level: -10.29 eV

***

Record 4
A single C3H3FOS2 molecule in a non-equilibrium geometry. Source: the OMol25 dataset; level of theory: the ωB97M-V functional and the def2-TZVPD basis.

Last column: Löwdin charge in e.
Atoms and positions in Å:
C 0.03531 0.13968 -1.82287  -1.19
C -0.54763 -0.55729 0.88009  -0.37
C 0.52602 0.40863 1.29574  -0.38
O 0.49351 1.56766 1.06213  0.07
F -0.68927 1.17118 -1.24184  -0.10
S 0.86670 0.21985 -3.18736  0.81
S 0.09837 -1.25652 -0.72803  0.88
H -0.87886 -1.48755 1.38865  0.10
H -1.36467 -0.01699 0.58247  0.04
H 1.46053 -0.18865 1.77102  0.15

Atomic forces in eV per Å
C -2.85 -0.29 4.81
C 1.28 -1.30 -1.17
C 1.90 -2.91 1.64
O 0.14 0.83 0.23
F 0.45 -0.36 -1.46
S 1.93 0.42 -2.77
S 0.00 -0.02 -0.38
H 0.83 0.85 0.32
H -2.29 1.27 -0.46
H -1.38 1.50 -0.77

Calculated values
- Orbital gap (alpha / beta): 7.328 / 6.215 eV
- 2S+1: 3
- Net charge: 0
- HOMO level (alpha / beta): -6.78 / -9.60 eV

***

Record 5
2 unconnected molecules or ions with the total composition C3H3FP2 in a non-equilibrium geometry. Source: the OMol25 dataset; level of theory: the ωB97M-V functional and the def2-TZVPD basis.

Last column: Löwdin charge in e.
Atoms and positions in Å:
C -1.87000 0.03114 -1.89885  0.04
C -2.37375 -0.80774 -1.17602  -0.29
C 1.76024 0.03816 1.47474  -0.83
F -2.74631 -1.52668 -0.22966  0.15
P 2.02352 1.78514 0.93453  0.47
P 0.95855 0.44280 -0.17304  0.51
H -1.42435 0.65213 -2.61760  0.01
H 2.60291 -0.59835 1.40767  -0.03
H 1.06919 -0.01662 2.27823  -0.03

Atomic forces in eV per Å
C -1.30 -2.12 1.46
C 1.91 3.13 -2.42
C -0.51 1.04 -0.97
F -0.86 -1.38 1.31
P -0.63 -0.65 -1.02
P 0.91 1.02 0.85
H 0.12 0.34 -0.41
H 0.55 -0.72 0.43
H -0.18 -0.66 0.78

Calculated values
- Orbital gap: 8.077 eV
- Energy relative to the best compared isomer or geometry (same formula, charge and spin): 61.1 kcal per mole
- Net charge: 0
- HOMO level: -8.90 eV

***

Record 6
A single C3H3FP2 molecule in a non-equilibrium geometry. Source: the OMol25 dataset; level of theory: the ωB97M-V functional and the def2-TZVPD basis.

Last column: Löwdin charge in e.
Atoms and positions in Å:
C 1.35178 0.86952 0.25437  -0.48
C 0.19503 -1.76135 -0.03664  -0.94
C 2.59781 0.58908 0.10692  -0.16
F 3.57964 1.44639 -0.04019  0.05
P 1.51579 -2.71664 0.00428  0.72
P -0.02040 -0.05911 0.70690  0.77
H 0.78878 1.88841 0.01022  0.12
H -0.90564 -2.08808 -0.19560  0.01
H -0.91364 0.25031 -0.25090  -0.09

Atomic forces in eV per Å
C -2.24 2.87 -1.23
C -2.07 0.27 1.00
C 1.04 0.23 0.14
F 0.35 -0.28 -0.22
P 0.24 0.24 -0.30
P -0.42 -2.98 1.39
H 2.11 -1.34 0.50
H 1.90 0.04 -0.04
H -0.91 0.95 -1.24

Calculated values
- Orbital gap (alpha / beta): 7.794 / 6.994 eV
- Energy relative to the best compared isomer or geometry (same formula, charge and spin): 94.2 kcal per mole
- Net charge: 0
- HOMO level (alpha / beta): -8.78 / -8.13 eV

***

Please write out number 5 again, unchanged.
2 unconnected molecules or ions with the total composition C3H3FP2 in a non-equilibrium geometry. Source: the OMol25 dataset; level of theory: the ωB97M-V functional and the def2-TZVPD basis.

Last column: Löwdin charge in e.
Atoms and positions in Å:
C -1.87000 0.03114 -1.89885  0.04
C -2.37375 -0.80774 -1.17602  -0.29
C 1.76024 0.03816 1.47474  -0.83
F -2.74631 -1.52668 -0.22966  0.15
P 2.02352 1.78514 0.93453  0.47
P 0.95855 0.44280 -0.17304  0.51
H -1.42435 0.65213 -2.61760  0.01
H 2.60291 -0.59835 1.40767  -0.03
H 1.06919 -0.01662 2.27823  -0.03

Atomic forces in eV per Å
C -1.30 -2.12 1.46
C 1.91 3.13 -2.42
C -0.51 1.04 -0.97
F -0.86 -1.38 1.31
P -0.63 -0.65 -1.02
P 0.91 1.02 0.85
H 0.12 0.34 -0.41
H 0.55 -0.72 0.43
H -0.18 -0.66 0.78

Calculated values
- Orbital gap: 8.077 eV
- Energy relative to the best compared isomer or geometry (same formula, charge and spin): 61.1 kcal per mole
- Net charge: 0
- HOMO level: -8.90 eV